Version 1
CH3IOS2 | the ωB97M-V functional and the def2-TZVPD basis

Geometry as XYZ:
```
8
CH3IOS2 (the ωB97M-V functional and the def2-TZVPD basis)
C 1.080 0.518 -0.786
O -1.764 0.090 -0.523
S 0.653 0.611 0.934
S -1.364 0.275 0.851
I -2.332 -2.934 2.979
H 1.592 1.357 -1.161
H 0.235 0.427 -1.448
H 1.900 -0.342 -0.847
```

- E_LUMO (alpha / beta): -1.12 / -3.14 eV
- Net charge: 0
- Kohn-Sham gap (alpha / beta): 8.89 / 5.06 eV
- HOMO energy (alpha / beta): -10.01 / -8.20 eV
- 2S+1: 1

***

Version 2
CH3IOS2 | the ωB97M-V functional and the def2-TZVPD basis

Geometry as XYZ:
```
8
CH3IOS2 (the ωB97M-V functional and the def2-TZVPD basis)
C -1.507 0.053 -0.167
O -0.401 -0.702 -0.618
S 0.644 -1.285 0.444
S 2.340 0.882 0.816
I 4.313 0.305 -0.274
H -1.694 -0.099 0.898
H -2.374 -0.270 -0.745
H -1.320 1.115 -0.354
```

- E_LUMO: -2.06 eV
- Net charge: 0
- Kohn-Sham gap: 6.60 eV
- HOMO energy: -8.66 eV
- 2S+1: 1

***

Version 3
CH3IOS2 | the ωB97M-V functional and the def2-TZVPD basis

Geometry as XYZ:
```
8
CH3IOS2 (the ωB97M-V functional and the def2-TZVPD basis)
C -0.897 1.062 1.103
O -0.021 -1.138 -1.335
S 1.899 -0.081 1.059
S 0.707 1.455 0.806
I 0.866 -1.668 -3.033
H -1.656 1.847 1.405
H -1.289 0.100 0.668
H 0.391 -1.577 -0.673
```

- E_LUMO (alpha / beta): -1.51 / -1.51 eV
- Net charge: 0
- Kohn-Sham gap (alpha / beta): 7.26 / 7.26 eV
- HOMO energy (alpha / beta): -8.77 / -8.77 eV
- 2S+1: 1

***

Version 4
CH3IOS2 | the ωB97M-V functional and the def2-TZVPD basis

Geometry as XYZ:
```
8
CH3IOS2 (the ωB97M-V functional and the def2-TZVPD basis)
C 1.347 -0.179 -0.369
O 0.779 -0.610 0.824
S -0.392 -1.762 0.657
S -3.463 2.387 0.934
I -2.858 0.354 -0.020
H 1.037 0.861 -0.543
H 1.174 -0.771 -1.347
H 2.377 -0.281 -0.135
```

- E_LUMO (alpha / beta): -3.63 / -3.63 eV
- Net charge: 0
- Kohn-Sham gap (alpha / beta): 4.49 / 4.51 eV
- HOMO energy (alpha / beta): -8.12 / -8.14 eV
- 2S+1: 1

***

Energy ordering: version 1 at the bottom, the next structure 24.2 kJ/mol above.

***

Version 1
C14H16O | the ωB97M-V functional and the def2-TZVPD basis

Geometry as XYZ:
```
31
C14H16O (the ωB97M-V functional and the def2-TZVPD basis)
C 0.036 2.968 -2.032
C -0.725 2.661 -0.768
C -0.514 1.422 -0.165
C -1.192 1.165 1.032
C -1.805 2.201 1.696
O -2.161 2.079 3.019
C -1.983 3.474 1.156
C -1.433 3.680 -0.104
H 1.025 3.359 -1.787
H -0.478 3.774 -2.569
H 0.354 2.211 -2.737
H 0.183 0.768 -0.664
H -1.369 0.135 1.324
H -2.527 1.238 3.285
H -2.533 4.277 1.621
H -1.531 4.647 -0.603
C -0.497 -3.112 1.393
C 0.622 -2.840 0.398
C 1.085 -3.836 -0.438
C 2.081 -3.538 -1.384
C 2.449 -2.232 -1.649
C 2.010 -1.248 -0.748
C 1.132 -1.527 0.275
H -1.352 -2.649 0.874
H -0.384 -2.612 2.355
H -0.542 -4.167 1.664
H 0.801 -4.871 -0.361
H 2.470 -4.320 -2.031
H 3.274 -2.005 -2.304
H 2.447 -0.267 -0.855
H 1.058 -0.837 1.107
```

- E_LUMO: 0.76 eV
- Net charge: 0
- Kohn-Sham gap: 9.10 eV
- HOMO energy: -8.35 eV
- 2S+1: 1
- SMILES: Cc1ccc(O)cc1.Cc1ccccc1

***

Version 2
C14H16O | the ωB97M-V functional and the def2-TZVPD basis

Geometry as XYZ:
```
31
C14H16O (the ωB97M-V functional and the def2-TZVPD basis)
C -0.537 -3.454 0.445
C -1.057 -2.045 0.082
C -1.333 -1.793 -1.277
C -2.008 -0.680 -1.632
C -2.225 0.285 -0.583
O -2.873 1.409 -0.904
C -2.089 -0.077 0.855
C -1.536 -1.242 1.133
H 0.605 -3.401 0.421
H -0.586 -4.262 -0.295
H -0.938 -3.987 1.260
H -0.840 -2.581 -1.781
H -2.393 -0.391 -2.498
H -2.494 2.178 -0.446
H -2.435 0.648 1.563
H -1.522 -1.639 2.157
C 1.977 -0.043 -1.578
C 1.713 0.973 -0.481
C 1.157 0.527 0.725
C 0.847 1.344 1.828
C 1.249 2.636 1.765
C 1.848 3.121 0.510
C 2.111 2.357 -0.569
H 2.746 -0.650 -1.405
H 2.122 0.415 -2.609
H 0.971 -0.552 -1.874
H 1.112 -0.515 0.841
H 0.414 0.971 2.692
H 1.132 3.490 2.527
H 2.173 4.250 0.604
H 2.690 2.710 -1.476
```

- E_LUMO: 0.80 eV
- Net charge: 0
- Kohn-Sham gap: 8.80 eV
- HOMO energy: -8.00 eV
- 2S+1: 1
- SMILES: Cc1ccc(O)cc1.Cc1ccccc1

***

Energy ordering: version 1 at the bottom, the next structure 173.6 kJ/mol above.